P) The following is a quantum chemistry calculation of an isolated molecule of C5H12OSi, from OMol25.

Structure (XYZ):
```
19
Properties=species:S:1:pos:R:3:nbo_charge:R:1
C -1.8209 1.6288 1.1692 -0.66
C -0.9632 1.8106 -0.0630 -0.13
C -0.0185 0.9708 -0.4613 -0.47
C 0.7001 1.1446 -1.8339 -0.62
Si 0.2649 -0.5131 0.5968 1.45
O 0.6957 -1.6686 -0.3782 -0.93
C 1.4260 -2.8575 -0.1991 -0.23
H -2.3012 2.5883 1.4811 0.22
H -2.5305 0.8466 1.0164 0.23
H -1.0614 1.4306 1.9066 0.21
H -1.3846 2.5516 -0.7747 0.19
H 0.9501 2.1753 -1.6850 0.22
H 1.6367 0.6198 -1.9494 0.22
H 0.1630 1.0064 -2.7062 0.22
H 1.3510 -0.3118 1.6881 -0.23
H -0.7998 -1.2818 1.3351 -0.22
H 0.8333 -3.4969 0.3537 0.18
H 2.2102 -2.6306 0.4919 0.17
H 1.9633 -3.1500 -1.1432 0.19
```

The value obtained for the HOMO energy is -9.40 eV. As for the HOMO-LUMO gap: 0.380 Ha. The LUMO energy is 0.94 eV. As for the structure (SMILES): C/C=C(/C)[SiH2]OC.

---

Q) The following is a quantum chemistry calculation of a cluster of 2 separate species, C5H12OSi in total, from OMol25.

Structure (XYZ):
```
19
Properties=species:S:1:pos:R:3:nbo_charge:R:1
C -1.5512 1.2274 1.0862 -1.04
Si -1.0512 -0.0871 -0.3098 1.34
C -2.7812 -0.4856 -0.9637 -1.10
C -0.3749 -1.5349 0.6309 -1.10
H -2.3716 1.8327 0.6647 0.23
H -2.0008 0.7741 1.9906 0.23
H -0.6911 1.7405 1.3034 0.22
H -0.3358 0.2456 -1.4859 -0.19
H -3.2794 -0.1738 -0.0422 0.23
H -3.2814 0.0370 -1.7614 0.24
H -2.7690 -1.5702 -1.2257 0.23
H -0.0613 -2.2047 -0.1354 0.23
H 0.5548 -1.2092 0.9263 0.23
H -0.8906 -2.0822 1.4312 0.25
C 4.3128 0.3670 -0.0257 -0.81
C 3.9109 1.2298 -0.9049 0.72
O 3.6793 1.7791 -1.8550 -0.43
H 3.8593 0.4224 0.9342 0.25
H 5.1224 -0.3079 -0.2577 0.27
```

The value obtained for the HOMO energy is -9.33 eV. As for the HOMO-LUMO gap: 0.364 Ha. The LUMO energy is 0.59 eV. As for the structure (SMILES): C[SiH](C)C.C=C=O.

---

R) The following is a quantum chemistry calculation of an isolated molecule of C5H12OSi, from OMol25.

Structure (XYZ):
```
19
Properties=species:S:1:pos:R:3:nbo_charge:R:1
C -0.9669 1.5274 0.5483 -1.10
Si -0.2797 -0.0112 -0.3408 1.55
C -1.6803 -1.2282 -0.7761 -1.09
C 0.7064 0.4725 -1.9017 -1.09
C 0.9209 -0.9110 0.8391 -0.35
C 1.6887 -0.1859 1.8540 -0.10
O 0.5500 -0.9036 2.2027 -0.50
H -1.8596 1.9024 0.0569 0.24
H -1.2308 1.2875 1.5741 0.25
H -0.2433 2.3378 0.5726 0.23
H -2.4227 -0.7610 -1.4163 0.23
H -1.2982 -2.0998 -1.3000 0.24
H -2.1872 -1.5789 0.1179 0.24
H 0.0649 0.9611 -2.6277 0.24
H 1.5194 1.1547 -1.6708 0.24
H 1.1384 -0.3995 -2.3834 0.24
H 1.3465 -1.8636 0.5245 0.19
H 2.6298 -0.5938 2.2085 0.18
H 1.6037 0.8931 1.9182 0.17
```

The value obtained for the HOMO energy is -9.70 eV. As for the HOMO-LUMO gap: 0.393 Ha. The LUMO energy is 0.98 eV. As for the structure (SMILES): C[Si](C)(C)[C@H]1CO1.

---

Stability comparison, relative energies in eV: P) 0.845; Q) 1.537; R) 0.000

---

P) The following is a quantum chemistry calculation of a structure of composition C4H2N2OS, from OMol25.

Structure (XYZ):
```
10
Properties=species:S:1:pos:R:3:nbo_charge:R:1
C 1.9697 -0.9129 -0.0587 0.23
C -1.7265 1.1814 -0.0096 0.01
C 0.1146 -0.4261 -0.0359 -0.35
C 0.4065 0.9336 0.0727 0.14
N -0.6339 1.7918 0.0270 -0.40
N 1.7252 1.2970 0.1813 -0.14
O 2.4926 0.2227 0.0066 -0.21
S -1.5799 -0.6684 0.1180 0.32
H 2.3703 -1.7405 -0.5168 0.20
H -2.6624 1.5772 -0.1134 0.20
```

The value obtained for the HOMO energy (alpha / beta) is -8.48 / -8.48 eV. As for the HOMO-LUMO gap (alpha / beta): 0.310 / 0.309 Ha. The LUMO energy (alpha / beta) is -0.06 / -0.06 eV.

---

Q) The following is a quantum chemistry calculation of a structure of composition C4H2N2OS, from OMol25.

Structure (XYZ):
```
10
Properties=species:S:1:pos:R:3:nbo_charge:R:1
C -1.9353 -0.9728 0.6052 -0.06
C -0.1307 -0.3334 1.5653 0.04
C -0.0713 0.4153 0.3472 0.01
C 1.2381 0.2853 1.8620 0.65
N -1.1530 -1.2173 1.6376 -0.39
N 1.1426 0.9624 0.5923 -0.40
O 2.0139 0.2666 2.7523 -0.47
S -1.3790 0.0819 -0.7496 0.40
H -2.9193 -1.4360 0.5054 0.22
H -0.3822 2.9155 1.2837 0.00
```

The value obtained for the HOMO energy (alpha / beta) is -8.94 / -10.45 eV. As for the HOMO-LUMO gap (alpha / beta): 0.313 / 0.321 Ha. The LUMO energy (alpha / beta) is -0.43 / -1.71 eV.

---

Stability comparison, relative energies in eV: P) 0.000; Q) 0.663

---

P) The following is a quantum chemistry calculation of a structure of composition C16H34BHgNP2, from OMol25.

Structure (XYZ):
```
55
Properties=species:S:1:pos:R:3:nbo_charge:R:1
P 0.9513 -1.7700 -1.2387 0.76
P 1.4458 1.5612 -0.4317 0.68
C 0.9897 -0.2973 -2.4250 -0.72
C 2.0116 0.7416 -2.0281 -0.70
H -0.0450 0.0787 -2.3744 0.26
H 1.1256 -0.6709 -3.4428 0.24
H 2.9772 0.2631 -1.8869 0.22
H 2.1045 1.5307 -2.7659 0.24
C 0.4318 2.8421 -1.3188 -0.89
H -0.0634 3.5329 -0.6244 0.25
H -0.3307 2.4130 -1.9810 0.25
H 1.1423 3.4229 -1.9326 0.23
C 2.5383 2.8368 0.3352 -0.94
H 2.7944 3.6232 -0.3918 0.23
H 3.4560 2.3838 0.7514 0.24
H 2.0024 3.3143 1.1820 0.29
C 0.3719 -2.8960 -2.6396 -0.90
H 0.2026 -3.9277 -2.2964 0.24
H 1.1861 -2.9352 -3.3847 0.21
H -0.5352 -2.5815 -3.1767 0.23
C 2.5363 -2.7045 -1.0817 -0.97
H 3.3822 -2.0433 -0.8561 0.21
H 2.7218 -3.3058 -1.9786 0.23
H 2.3775 -3.3792 -0.2256 0.25
Hg 2.5020 -0.2583 0.7712 1.02
C -2.2750 1.1026 -0.8167 -0.21
C -3.0466 0.8681 -1.8796 -0.17
C -4.3027 -0.0100 -1.8966 -0.45
C -4.1216 -1.4302 -1.3138 -0.44
C -2.7736 -1.9501 -1.5812 -0.19
C -1.9629 -2.0805 -0.5583 -0.18
C -1.7010 -1.0699 0.5855 -0.45
C -2.2422 0.3890 0.5027 -0.47
C 3.2995 -0.2814 2.7673 -0.94
H -1.8023 2.0948 -0.7610 0.20
H -2.9632 1.5214 -2.7703 0.20
H -4.6709 -0.1150 -2.9365 0.21
H -5.1012 0.4757 -1.3030 0.22
H -4.2857 -1.3974 -0.2282 0.21
H -4.8310 -2.1523 -1.7396 0.23
H -2.5089 -2.2343 -2.6040 0.20
H -1.1728 -2.8439 -0.5563 0.19
H -0.6255 -1.0281 0.9394 0.23
H -2.2013 -1.5275 1.4695 0.23
H -3.2547 0.3615 0.9344 0.22
H -1.6348 1.0203 1.1950 0.23
H 4.3789 -0.0920 2.5972 0.22
H 3.0346 -1.2582 3.2168 0.24
H 2.7570 0.5608 3.2513 0.29
B 0.8730 1.5099 6.9982 -0.60
C 1.1010 1.6150 5.4628 0.29
N 1.2769 1.7212 4.3144 -0.65
H 1.7476 0.8019 7.4783 -0.01
H -0.2269 1.0293 7.2073 -0.01
H 0.9591 2.6246 7.4671 0.00
```

The value obtained for the HOMO energy is -7.57 eV. As for the HOMO-LUMO gap: 0.207 Ha. The LUMO energy is -1.94 eV.

---

Q) The following is a quantum chemistry calculation of a structure of composition C16H34BHgNP2, from OMol25.

Structure (XYZ):
```
55
Properties=species:S:1:pos:R:3:nbo_charge:R:1
P 1.2952 2.1876 -0.2437 0.97
P -1.8664 0.4416 0.1503 0.75
C -0.2526 2.2404 -1.2080 -0.76
C -1.5599 2.1999 -0.3776 -0.70
H -0.2078 1.4036 -1.9427 0.27
H -0.1933 3.1633 -1.8040 0.23
H -1.4593 2.8271 0.5267 0.16
H -2.3900 2.5824 -1.0020 0.24
C -2.9375 0.1878 -1.4234 -0.89
H -3.3296 -0.8376 -1.4247 0.23
H -2.4144 0.3553 -2.3799 0.23
H -3.7978 0.8760 -1.3742 0.21
C -3.4006 0.2028 1.1457 -0.94
H -4.2833 0.5916 0.6103 0.23
H -3.3113 0.6383 2.1548 0.20
H -3.4780 -0.8954 1.2609 0.28
C 2.3487 3.2481 -1.3460 -0.94
H 3.4088 3.2828 -1.0387 0.24
H 1.9750 4.2894 -1.3676 0.22
H 2.2941 2.8618 -2.3716 0.24
C 1.2580 3.1648 1.2757 -0.94
H 0.2584 3.1461 1.7518 0.14
H 1.4903 4.2177 1.0826 0.23
H 1.9729 2.7564 2.0051 0.25
Hg -1.2812 1.9467 2.8872 0.87
C -0.2692 -1.3811 -2.2508 -0.18
C 0.1392 -0.9911 -3.4753 -0.18
C 1.4328 -1.4206 -4.0530 -0.45
C 2.6087 -1.0994 -3.0884 -0.43
C 2.6009 0.1543 -2.2738 -0.28
C 2.4470 0.1635 -0.9053 -0.19
C 1.5795 -0.8853 -0.1746 -0.45
C 0.5541 -1.7913 -1.0194 -0.48
C -0.8421 0.2311 4.1049 -0.76
H -1.3516 -1.4596 -1.9805 0.20
H -0.3745 -0.2451 -4.0657 0.20
H 1.5587 -0.9574 -5.0401 0.20
H 1.4413 -2.5057 -4.2135 0.22
H 2.7169 -1.9101 -2.3493 0.21
H 3.5122 -1.0609 -3.7265 0.23
H 2.7618 1.1063 -2.8240 0.18
H 3.2371 0.6492 -0.2908 0.21
H 1.1061 -0.4029 0.7221 0.23
H 2.3031 -1.5568 0.3486 0.23
H 1.0132 -2.7842 -1.2401 0.22
H -0.2963 -2.0153 -0.3304 0.23
H -1.1358 0.6308 5.0980 0.23
H 0.2630 0.1641 4.0414 0.23
H -1.2990 -0.7128 3.7124 0.32
B -0.8500 -4.9092 5.2597 -0.59
C -1.2133 -3.6891 4.3575 0.31
N -1.4741 -2.7676 3.6920 -0.66
H -0.4912 -4.4949 6.3418 -0.01
H 0.0356 -5.5290 4.7003 0.00
H -1.8527 -5.6083 5.3760 0.00
```

The value obtained for the HOMO energy is -7.12 eV. As for the HOMO-LUMO gap: 0.138 Ha. The LUMO energy is -3.35 eV.

---

R) The following is a quantum chemistry calculation of a structure of composition C16H34BHgNP2, from OMol25.

Structure (XYZ):
```
55
Properties=species:S:1:pos:R:3:nbo_charge:R:1
P 0.7975 1.4004 -2.5436 1.57
P -0.4276 -2.2652 -1.6944 1.54
C 0.9407 -0.2660 -3.2585 -0.77
C -0.3321 -1.1291 -3.1249 -0.75
H 1.8470 -0.7757 -2.8562 0.27
H 1.1418 -0.1193 -4.3363 0.25
H -1.2498 -0.5210 -3.1560 0.24
H -0.3749 -1.7956 -4.0058 0.24
C 0.7772 -3.5336 -2.1623 -0.97
H 0.8216 -4.3165 -1.3912 0.27
H 1.7827 -3.1037 -2.2863 0.27
H 0.4562 -3.9846 -3.1104 0.22
C -2.0400 -3.0107 -1.8866 -0.99
H -1.9424 -3.8374 -2.6030 0.24
H -2.7550 -2.2719 -2.2712 0.25
H -2.3861 -3.4071 -0.9269 0.26
C 2.3856 2.2156 -2.6492 -0.98
H 2.4618 2.9615 -1.8481 0.29
H 2.4826 2.7136 -3.6210 0.23
H 3.1943 1.4817 -2.5337 0.28
C -0.4392 2.3068 -3.4960 -1.00
H -1.3531 1.7165 -3.6614 0.25
H -0.0240 2.5821 -4.4773 0.25
H -0.7111 3.2305 -2.9678 0.26
Hg -2.1564 1.1277 3.5185 1.14
C -0.0852 -1.8123 0.0230 -0.55
C 1.3358 -1.9646 0.3316 -0.61
C 2.3590 -0.9553 0.2038 -0.42
C 2.0413 0.4369 0.8938 -0.42
C 1.4721 1.4888 0.0877 -0.65
C 0.3247 1.4447 -0.8217 -0.56
C -0.9770 0.6381 -0.4299 -0.41
C -0.8575 -0.5381 0.5305 -0.42
C -0.8432 2.8071 3.3204 -0.99
H -0.5886 -2.6516 0.5583 0.26
H 1.6074 -2.9213 0.7947 0.19
H 2.6614 -0.7814 -0.8617 0.11
H 3.2571 -1.3506 0.7290 0.21
H 1.4297 0.2408 1.7977 0.15
H 2.9997 0.8482 1.2757 0.20
H 1.8942 2.4926 0.2310 0.18
H -0.0118 2.5059 -0.8603 0.23
H -1.5381 0.3248 -1.3300 0.16
H -1.6703 1.3546 0.0491 0.21
H -0.4633 -0.2064 1.4994 0.23
H -1.8893 -0.8659 0.7713 0.19
H -1.4412 3.6619 3.6723 0.22
H -0.5667 2.9184 2.2610 0.24
H 0.0413 2.6662 3.9583 0.24
B -2.0831 0.5727 7.9223 -0.63
C -2.4769 0.3257 6.4779 0.43
N -2.8237 0.0666 5.3845 -0.78
H -2.6468 1.5892 8.3204 0.03
H -0.8616 0.6771 8.0247 0.03
H -2.4966 -0.4119 8.5347 0.04
```

The value obtained for the HOMO energy is -4.68 eV. As for the HOMO-LUMO gap: 0.131 Ha. The LUMO energy is -1.11 eV.

---

Stability comparison, relative energies in eV: P) 0.000; Q) 2.463; R) 1.839

---

P) The following is a quantum chemistry calculation of an isolated molecule of CH8P4, from OMol25.

Structure (XYZ):
```
13
Properties=species:S:1:pos:R:3:nbo_charge:R:1
C -2.0676 1.0828 -0.5750 -0.74
P -0.2903 -0.2775 -0.5284 0.15
P -1.0276 -1.3541 1.2066 0.03
P 1.2661 0.6575 0.7714 -0.02
P 2.7187 -0.1526 -0.7033 0.04
H -2.7015 0.4704 0.0264 0.20
H -2.3324 1.2460 -1.6087 0.22
H -1.8462 2.0477 -0.1188 0.21
H 0.1776 -2.0799 1.0504 -0.01
H -1.6964 -2.2289 0.4077 -0.03
H 1.4429 1.9371 0.4456 -0.02
H 2.4507 -1.4163 -0.3734 -0.03
H 3.9061 0.0678 -0.0007 -0.01
```

The value obtained for the HOMO energy is -8.38 eV. As for the HOMO-LUMO gap: 0.333 Ha. The LUMO energy is 0.68 eV. As for the structure (SMILES): CP(#[PH2])[PH]#[PH2].

---

Q) The following is a quantum chemistry calculation of a cluster of 2 separate species, CH8P4 in total, from OMol25.

Structure (XYZ):
```
13
Properties=species:S:1:pos:R:3:nbo_charge:R:1
P 1.7126 0.5558 -0.1234 0.05
P 3.0898 0.5693 1.6255 0.04
H 2.2724 -0.6230 -0.5422 -0.01
H 2.4427 1.2467 -1.0420 -0.02
H 2.1777 0.7492 2.6207 -0.02
H 3.0805 -0.6993 1.8994 -0.03
C -1.2629 -0.7831 -1.9191 -0.81
P -1.2745 0.1046 -0.4835 0.41
P -3.1874 -0.2422 0.4827 -0.08
H -2.2587 -1.2633 -2.2307 0.23
H -0.4334 -0.7796 -2.5347 0.21
H -2.6453 0.0511 1.7981 0.01
H -3.7134 1.1137 0.4491 0.01
```

The value obtained for the HOMO energy is -7.71 eV. As for the HOMO-LUMO gap: 0.281 Ha. The LUMO energy is -0.07 eV. As for the structure (SMILES): [PH2]#[PH2].C=P#[PH2].

---

Stability comparison, relative energies in eV: P) 0.000; Q) 1.198

---

P) The following is a quantum chemistry calculation of a cluster of 3 separate species, I2O4S2 in total, from OMol25.

Structure (XYZ):
```
8
Properties=species:S:1:pos:R:3:nbo_charge:R:1
O -0.4269 -3.2394 1.6735 -0.82
O -0.1838 -1.0396 0.6677 -0.86
O 0.1260 2.6488 1.1471 -0.84
O 0.2577 1.7873 -1.1023 -0.85
S -0.8315 -2.3557 0.6780 1.68
S 0.8627 1.9765 0.1565 1.69
I -2.9443 0.5974 0.8744 0.00
I -2.4797 0.0480 -1.6796 0.01
```

The value obtained for the HOMO energy is -9.33 eV. As for the HOMO-LUMO gap: 0.281 Ha. The LUMO energy is -1.67 eV.

---

Q) The following is a quantum chemistry calculation of a structure of composition I2O4S2, from OMol25.

Structure (XYZ):
```
8
Properties=species:S:1:pos:R:3:nbo_charge:R:1
O 1.0390 0.8025 0.6669 -0.92
O -0.2644 -0.6753 -0.9112 -0.94
O -2.1822 1.2083 -0.9152 -0.86
O -1.6501 -0.2310 0.9759 -0.95
S 0.2685 -0.5696 0.4887 1.55
S -2.1457 -0.1379 -0.4455 1.72
I 2.1901 -2.0428 0.1638 -0.10
I 2.7448 1.6458 -0.0233 0.50
```

The value obtained for the HOMO energy is -9.60 eV. As for the HOMO-LUMO gap: 0.265 Ha. The LUMO energy is -2.38 eV.

---

Stability comparison, relative energies in eV: P) 0.000; Q) 2.716